Below is an isolated ion of composition C6H9O4Si and charge -1, with properties calculated with wB97M-V/def2-TZVPD.

The geometry in XYZ format:
```
20
Properties=species:S:1:pos:R:3:forces:R:3
C 0.1134 -2.3429 1.1245 1.82 1.35 -2.24
C 0.5409 -1.2445 0.4265 3.35 0.72 5.19
C -0.1121 -0.2409 -0.4438 -0.42 -1.17 -0.93
C 1.9970 0.6713 0.0630 1.16 1.23 -3.10
C -1.4569 -0.0396 -2.3911 -4.45 -0.76 0.90
C 1.9366 -0.3279 0.9413 -4.45 -3.49 -0.01
O 0.8551 0.4943 -0.9469 2.44 1.83 -1.06
O -0.9310 0.5908 0.2800 -2.10 -2.37 -1.50
O 2.7786 1.5505 -0.2896 -0.41 -0.01 0.74
O -0.8470 -0.8476 -1.4865 1.20 -1.25 2.16
Si -0.6447 1.7090 1.3296 1.27 0.32 2.23
H 0.8304 -2.8338 1.7610 0.08 0.12 0.46
H -0.5215 -3.0078 0.6141 -1.56 -0.61 -0.20
H -0.8302 0.6342 -2.8650 1.31 1.15 -1.31
H -2.3406 0.5459 -1.9026 1.39 -0.60 -0.67
H -1.9714 -0.8275 -2.9962 0.46 1.21 -0.52
H 2.4976 -0.4918 1.8535 -0.11 -0.04 -0.34
H -0.5303 1.1663 2.7147 0.04 0.15 0.00
H -1.8795 2.3581 1.2184 -1.45 1.44 0.22
H 0.5156 2.4837 0.9952 0.46 0.77 -0.02
```
Positions in Å, forces in eV/Å.

## Properties
Relative energy (zero: lowest compared OMol25 entry of this formula, charge and spin) (kcal/mol): 21.4
Total charge: -1
HOMO level (eV): -3.42
Structure (SMILES): C=C1C=C([O-])O[C@]1(OC)O[SiH3]
Orbital gap (Ha): 0.25968

---

Below is an isolated ion of composition C5H13N3S2 and charge +2, with properties calculated with wB97M-V/def2-TZVPD.

The geometry in XYZ format:
```
23
Properties=species:S:1:pos:R:3:forces:R:3
C 0.7496 -1.6760 -0.3168 -0.67 2.78 -0.25
C 2.8547 -0.0988 -0.3130 2.30 -0.71 3.97
C -1.7298 -0.1159 1.4279 -2.52 2.94 -1.92
C 0.4831 1.7877 -0.5466 1.11 -2.53 -1.36
C -1.4501 -0.6798 0.0377 0.09 3.06 -0.28
N 0.0490 -0.5498 -0.0547 0.59 -1.87 -0.32
N 0.2563 -2.6973 -0.9549 3.43 -2.61 -0.21
N 0.7592 0.6231 0.3549 -0.11 -0.34 -0.65
S 2.3965 -1.6867 0.2452 1.84 -0.25 0.20
S 4.2601 0.7405 0.2743 -1.65 -0.65 -0.55
H 2.3353 0.1222 -1.1307 -1.49 1.60 -3.43
H -1.7783 -0.8654 2.1236 -0.13 -1.62 2.02
H -1.0341 0.7076 1.7272 -0.87 -0.93 -0.21
H -2.7541 0.4198 1.3050 1.56 -1.08 0.79
H -0.5525 1.8719 -0.7716 -0.88 0.22 -0.12
H 0.8333 2.6367 -0.0497 0.58 1.43 0.60
H 1.0456 1.5949 -1.5276 -0.83 0.54 1.29
H -1.8623 0.0787 -0.6882 0.33 -1.16 0.35
H -1.8810 -1.6767 -0.1925 0.67 0.68 0.42
H -0.7116 -2.7884 -1.1770 -0.48 -0.28 -0.33
H 0.9989 -3.4821 -1.2223 -2.62 1.93 0.66
H 0.6733 0.8483 1.3562 -0.22 -0.40 -0.61
H 4.0739 1.9325 -0.3840 -0.03 -0.74 -0.07
```
Positions in Å, forces in eV/Å.

## Properties
Relative energy (zero: lowest compared OMol25 entry of this formula, charge and spin) (kcal/mol): 49.5
Total charge: +2
HOMO level (eV): -18.29
Orbital gap (Ha): 0.32581